Molecular formula: C20H41N10O4PRbSSb
Method: DFT, wB97M-V/def2-TZVPD

Last column: Mulliken charge in e.
Element x y z (Å)
Rb1 0.414 -0.572 0.943  0.96
N1 2.735 -1.343 5.707  -0.41
C1 2.263 -1.724 4.464  0.30
S1 0.558 -1.929 4.323  -0.47
N2 3.215 -1.894 3.573  -1.10
N3 2.731 -2.174 2.319  0.74
C2 3.462 -2.959 1.635  -0.94
C3 3.087 -3.417 0.286  0.84
C4 3.799 -4.481 -0.268  -0.75
C5 3.450 -4.963 -1.516  -0.33
C6 2.391 -4.368 -2.183  -0.76
C7 1.743 -3.312 -1.560  -0.45
N4 2.072 -2.830 -0.365  0.14
H1 2.119 -1.552 6.474  0.19
H2 3.714 -1.534 5.857  0.27
H3 4.372 -3.383 2.064  0.28
H4 4.612 -4.923 0.293  0.34
H5 3.993 -5.789 -1.955  0.41
H6 2.068 -4.703 -3.159  0.40
H7 0.907 -2.826 -2.053  0.57
N5 -2.403 -3.140 3.789  -0.63
N6 -2.763 -2.688 2.526  0.88
N7 -3.983 -2.800 2.059  -0.91
C8 -3.871 -2.155 0.904  -0.24
N8 -2.640 -1.666 0.706  -0.32
N9 -1.943 -2.034 1.761  0.20
H8 -2.594 -4.138 3.813  0.28
H9 -1.386 -3.010 3.865  0.11
H10 -4.687 -2.046 0.211  0.46
C9 -0.860 4.574 3.142  -0.72
O1 -0.152 3.485 3.720  -0.44
P1 0.199 2.230 2.715  0.06
O2 1.078 1.369 3.750  0.07
C10 2.421 1.778 4.021  -0.81
O3 -1.156 1.338 2.771  0.21
C11 -1.724 0.932 4.034  -0.54
H11 -0.729 5.436 3.793  0.31
H12 -1.926 4.344 3.065  0.20
H13 -0.477 4.816 2.147  0.33
H14 2.875 0.986 4.608  0.19
H15 2.425 2.712 4.585  0.29
H16 2.982 1.912 3.092  0.32
H17 -2.746 0.619 3.830  0.22
H18 -1.728 1.768 4.733  0.31
H19 -1.143 0.106 4.449  0.02
C12 -4.464 2.417 -0.142  -1.05
N10 -3.037 2.655 -0.187  0.41
C13 -2.570 4.023 -0.273  -0.99
C14 -2.167 1.627 -0.213  0.09
O4 -0.954 1.737 -0.299  -0.36
H20 -4.941 3.196 0.453  0.33
H21 -4.665 1.460 0.336  0.34
H22 -4.915 2.422 -1.138  0.31
H23 -2.975 4.517 -1.159  0.37
H24 -1.484 4.011 -0.331  0.22
H25 -2.880 4.585 0.611  0.33
H26 -2.655 0.644 -0.144  0.21
C15 -0.166 -0.922 -5.984  -1.15
C16 0.224 -1.452 -4.608  -0.91
Sb1 0.171 -0.088 -2.924  0.31
C17 2.043 0.941 -3.247  -0.87
C18 2.617 0.941 -4.659  -1.00
C19 -1.180 1.396 -3.728  -0.24
C20 -0.642 2.378 -4.763  -1.12
H27 -0.201 -1.726 -6.723  0.39
H28 0.544 -0.178 -6.344  0.20
H29 -1.151 -0.452 -5.969  0.29
H30 1.236 -1.866 -4.625  0.36
H31 -0.432 -2.278 -4.324  0.57
H32 2.748 0.477 -2.554  0.51
H33 1.891 1.960 -2.881  0.41
H34 2.762 -0.075 -5.031  0.26
H35 3.589 1.438 -4.688  0.39
H36 1.963 1.456 -5.363  0.16
H37 -1.533 1.938 -2.850  -0.25
H38 -2.040 0.846 -4.119  0.51
H39 0.237 2.908 -4.391  0.26
H40 -1.392 3.134 -5.012  0.42
H41 -0.358 1.881 -5.690  0.18

The calculation puts the energy above the lowest of the compared OMol25 structures with the same formula, charge and spin at 66.7 kJ/mol. Its orbital gap is 6.9 eV. The HOMO energy comes out at -6.751 eV.

---

Molecular formula: CH3NSi
Method: DFT, wB97M-V/def2-TZVPD

Last column: Mulliken charge in e.
Element x y z (Å)
N1 -1.811 -1.313 -0.908  -0.32
C1 -0.914 -0.744 -0.482  0.13
Si1 0.481 0.298 0.209  0.32
H1 1.164 0.909 -0.977  -0.05
H2 -0.257 1.417 1.163  -0.03
H3 1.336 -0.567 0.995  -0.06

The calculation puts the energy above the lowest of the compared OMol25 structures with the same formula, charge and spin at 4.4 kJ/mol. Its orbital gap is 12.7 eV. The HOMO energy comes out at -11.964 eV.

---

Molecular formula: C6H18N3OPmSSb
Method: DFT, wB97M-V/def2-TZVPD

Last column: Mulliken charge in e.
Element x y z (Å)
Pm1 -0.597 0.422 -0.276  1.34
N1 -4.116 -1.239 0.731  -0.40
C1 -3.620 -1.868 -0.345  0.81
N2 -4.441 -2.408 -1.199  -0.34
S1 -1.871 -1.985 -0.496  -0.47
H1 -5.098 -1.178 0.864  0.23
H2 -3.531 -1.286 1.568  0.24
H3 -5.456 -2.374 -1.133  0.25
H4 -4.062 -2.878 -2.014  0.24
N3 -2.154 3.450 -1.847  0.17
C2 -1.803 2.555 -1.235  -0.49
H5 -2.426 4.329 -2.313  0.38
C3 0.158 1.010 2.808  -0.43
O1 -0.939 1.323 1.906  -0.46
H6 -0.211 0.631 3.766  0.31
H7 0.728 1.928 3.019  0.30
H8 0.810 0.291 2.333  0.18
H9 -1.386 2.136 2.263  0.35
C4 3.656 0.513 -2.250  -1.11
Sb1 2.435 0.813 -0.501  0.76
C5 1.566 -1.277 -0.691  -1.64
C6 3.866 0.249 0.991  -1.10
H10 4.122 -0.442 -2.122  0.39
H11 4.448 1.329 -2.184  0.36
H12 3.075 0.565 -3.173  0.39
H13 2.476 -1.839 -0.530  0.49
H14 1.196 -1.433 -1.696  0.58
H15 0.879 -1.765 0.010  0.51
H16 4.274 -0.667 0.606  0.40
H17 3.432 0.035 1.996  0.35
H18 4.588 1.062 1.143  0.39

Its charge is +3. The calculation puts the energy above the lowest of the compared OMol25 structures with the same formula, charge and spin at 0.0 kJ/mol. The multiplicity is 5. Its orbital gap (spin up / spin down) is 6.8 / 8.4 eV. The HOMO energy (spin up / spin down) comes out at -18.982 / -18.979 eV.

---

Molecular formula: C4H6O4
Method: DFT, wB97M-V/def2-TZVPD

Last column: Mulliken charge in e.
Element x y z (Å)
O1 0.774 1.618 -0.544  -0.60
C1 1.020 0.440 -0.768  0.66
O2 1.721 0.143 -1.931  -0.49
C2 1.070 -0.637 0.089  -0.34
C3 0.315 -0.870 1.282  -0.18
O3 -0.658 -0.019 1.695  -0.36
C4 -1.450 0.601 0.565  -0.57
O4 -1.541 -0.193 -0.615  -0.50
H1 2.019 0.888 -2.390  0.33
H2 1.728 -1.466 -0.121  0.34
H3 0.717 -1.462 2.029  0.49
H4 -2.517 0.964 0.770  0.34
H5 -0.906 1.347 0.337  0.52
H6 -2.462 -0.318 -0.692  0.36

The calculation puts the energy above the lowest of the compared OMol25 structures with the same formula, charge and spin at 352.8 kJ/mol. Its orbital gap is 9.5 eV. The HOMO energy comes out at -9.182 eV.

---

Molecular formula: C4H7O3
Method: DFT, wB97M-V/def2-TZVPD

Last column: Mulliken charge in e.
Element x y z (Å)
O1 1.384 0.340 -1.681  -0.28
O2 2.719 0.454 -1.548  -0.05
C1 -0.744 -0.786 0.734  -0.39
C2 0.725 -0.329 0.608  -0.60
C3 0.715 0.714 -0.492  0.21
O3 -0.585 0.942 -0.963  -0.39
C4 -1.527 0.162 -0.187  -0.43
H1 -0.854 -1.812 0.361  0.24
H2 -1.083 -0.746 1.775  0.29
H3 1.032 0.180 1.529  0.25
H4 1.402 -1.168 0.414  0.28
H5 1.161 1.631 -0.092  0.36
H6 -2.178 -0.408 -0.867  0.27
H7 -2.167 0.825 0.407  0.24

The calculation puts the energy above the lowest of the compared OMol25 structures with the same formula, charge and spin at 456.2 kJ/mol. The multiplicity is 4. Its orbital gap (spin up / spin down) is 5.0 / 8.8 eV. The HOMO energy (spin up / spin down) comes out at -4.089 / -10.413 eV.

---

Molecular formula: C21H21Br2N5OS
Method: DFT, wB97M-V/def2-TZVPD

Last column: Mulliken charge in e.
Element x y z (Å)
C1 4.105 -4.635 0.989  -0.27
C2 3.860 -3.185 0.296  -0.23
C3 3.353 -1.801 1.064  0.32
C4 3.120 -0.353 0.331  0.29
C5 4.113 0.368 -0.755  -0.37
C6 3.685 1.838 -1.379  -0.45
C7 2.279 2.642 -0.982  0.29
N1 2.050 3.964 -1.658  -0.52
C8 0.736 4.523 -1.186  -0.41
C9 -0.275 3.845 -0.106  0.48
C10 -1.698 4.606 0.268  -0.58
C11 -2.114 4.416 1.862  -0.54
C12 -3.606 3.776 2.090  -0.74
C13 -3.821 2.275 1.466  -0.46
S1 -5.642 2.144 0.991  -0.12
C14 -6.088 0.421 0.408  0.30
N2 -6.415 -0.740 1.321  -0.22
N3 -6.733 -1.867 0.532  -0.25
C15 -6.645 -1.507 -0.955  0.03
O1 -6.228 -0.072 -1.000  -0.24
N4 0.019 2.543 0.582  -0.22
C16 1.313 1.936 0.119  0.29
C17 1.739 0.473 0.757  -0.52
C18 3.068 -2.098 2.686  -0.39
C19 3.333 -3.628 3.174  -0.15
N5 3.830 -4.827 2.441  -0.47
H1 4.471 -5.560 0.330  0.29
H2 4.074 -3.104 -0.871  0.27
H3 5.108 -0.168 -1.082  0.35
H4 4.400 2.344 -2.169  0.28
H5 0.394 5.560 -1.666  0.27
H6 -1.714 5.730 -0.081  0.35
H7 -2.535 4.020 -0.349  0.21
H8 -2.150 5.519 2.316  0.29
H9 -1.321 3.803 2.477  0.32
H10 -4.417 4.476 1.616  0.33
H11 -3.786 3.719 3.262  0.32
H12 -3.652 1.497 2.345  0.37
H13 -3.084 1.987 0.601  0.31
H14 -6.876 -2.203 -1.871  0.32
H15 1.007 -0.020 1.528  0.32
H16 2.667 -1.241 3.408  0.31
H17 3.084 -3.819 4.328  0.27
Br1 3.044 -4.582 -1.707  -0.08
C20 2.385 -4.634 -3.543  -0.64
C21 0.876 -4.579 -3.584  -0.59
Br2 0.094 -6.303 -3.115  -0.13
H18 2.800 -5.534 -4.005  0.37
H19 2.817 -3.751 -4.024  0.34
H20 0.525 -4.375 -4.600  0.35
H21 0.450 -3.839 -2.902  0.37

Its orbital gap is 6.8 eV. The HOMO energy comes out at -8.453 eV.

---

Molecular formula: CH4NOP
Method: DFT, wB97M-V/def2-TZVPD

Last column: Mulliken charge in e.
Element x y z (Å)
N1 0.567 1.098 -0.293  -0.41
C1 0.354 -0.231 -0.331  0.52
O1 1.327 -1.192 -0.791  -0.62
P1 -1.295 -0.877 -0.009  -0.05
H1 1.628 1.348 -0.355  0.29
H2 -0.229 1.555 0.006  0.22
H3 -0.800 -1.762 0.914  0.08
H4 -1.551 0.062 0.859  -0.03

The calculation puts the energy above the lowest of the compared OMol25 structures with the same formula, charge and spin at 231.6 kJ/mol. Its orbital gap is 10.1 eV. The HOMO energy comes out at -9.428 eV.

---

Molecular formula: C5H9NO3
Method: DFT, wB97M-V/def2-TZVPD

Last column: Mulliken charge in e.
Element x y z (Å)
H1 1.008 -2.000 0.007  0.25
N1 1.880 -1.478 -0.021  -0.77
C1 1.695 -0.221 0.246  0.26
O1 2.853 0.387 0.096  -0.62
C2 0.505 0.613 -0.224  0.33
O2 0.663 1.934 0.228  -0.59
C3 -0.788 0.054 0.325  0.52
O3 -0.802 -0.071 1.714  -0.56
C4 -2.074 0.401 -0.367  -0.81
C5 -1.525 -1.004 -0.432  -0.61
H2 3.348 -0.658 -0.224  0.51
H3 0.473 0.568 -1.327  0.27
H4 1.581 2.195 0.081  0.35
H5 -0.728 0.809 2.098  0.40
H6 -2.936 0.575 0.277  0.27
H7 -2.027 1.018 -1.265  0.24
H8 -1.111 -1.353 -1.379  0.29
H9 -2.016 -1.770 0.169  0.27

The calculation puts the energy above the lowest of the compared OMol25 structures with the same formula, charge and spin at 369.3 kJ/mol. Its orbital gap is 10.5 eV. The HOMO energy comes out at -10.062 eV.